# 1
The following is a quantum chemistry calculation of C13H35BiN9O3 as an isolated structure, from the OMol25 dataset.

Each line ends with the Mulliken charge.
Positions of all 61 atoms, in Å:
1 Bi -8.5657 -7.9637 -9.6124  2.585
2 N -7.4523 -6.7996 -8.0101  -0.308
3 C -7.5655 -5.3187 -7.9138  -0.799
4 C -8.1746 -4.5969 -9.0217  -0.521
5 N -9.0945 -5.4304 -9.9228  -0.062
6 C -8.8448 -5.1519 -11.3332  -0.741
7 C -7.5488 -5.7210 -11.9025  -0.763
8 N -7.4309 -7.1739 -11.5877  -0.548
9 C -10.5706 -5.2323 -9.6833  -0.765
10 C -11.0801 -6.1045 -8.4460  -0.751
11 N -10.9041 -7.5990 -8.6029  -0.508
12 H -7.6521 -7.1604 -7.0423  0.400
13 H -6.4440 -7.0363 -8.2683  0.254
14 H -6.6249 -4.7874 -7.6318  0.364
15 H -8.2194 -5.1451 -7.0278  0.424
16 H -7.3075 -4.2265 -9.6837  0.341
17 H -8.8179 -3.6995 -8.6756  0.339
18 H -8.8909 -4.0863 -11.6682  0.211
19 H -9.6564 -5.6436 -11.8903  0.466
20 H -6.6718 -5.1831 -11.4637  0.285
21 H -7.7013 -5.6528 -12.9886  0.501
22 H -6.4265 -7.3901 -11.4617  0.228
23 H -7.7702 -7.7064 -12.4324  0.361
24 H -11.2507 -5.3675 -10.5535  0.491
25 H -10.6639 -4.1795 -9.3641  0.471
26 H -12.1404 -5.9006 -8.3966  0.508
27 H -10.5269 -5.7385 -7.5148  0.287
28 H -11.5819 -7.9889 -9.2707  0.299
29 H -10.8514 -8.0656 -7.6773  0.281
30 C -3.9057 -6.3551 -9.7841  -0.854
31 O -5.0139 -7.3077 -9.4879  -0.508
32 C -4.3406 -8.5322 -9.1710  -0.725
33 C -5.1248 -9.7023 -9.6843  -0.766
34 O -6.3851 -9.7009 -9.0303  -0.199
35 C -7.0087 -11.0073 -9.0351  -0.624
36 C -8.4144 -11.0686 -8.4294  -0.801
37 O -9.4667 -10.4462 -9.2883  -0.240
38 C -10.6238 -11.2991 -9.3041  -0.896
39 H -3.5795 -6.4856 -10.8231  0.282
40 H -4.3581 -5.3701 -9.5913  0.320
41 H -3.0238 -6.5956 -9.1273  0.440
42 H -3.3108 -8.5042 -9.5588  0.717
43 H -4.1654 -8.6239 -8.0867  0.240
44 H -5.3236 -9.7674 -10.7896  0.321
45 H -4.5588 -10.5754 -9.5180  0.551
46 H -7.0119 -11.4285 -10.1039  0.379
47 H -6.3743 -11.7498 -8.5567  0.521
48 H -8.7193 -12.1046 -8.2255  0.602
49 H -8.3478 -10.4430 -7.5625  0.231
50 H -10.3284 -12.3500 -9.6136  0.473
51 H -11.2631 -11.1358 -8.4426  0.348
52 H -11.2244 -10.9561 -10.1755  0.082
53 N -12.4100 -8.5786 -10.8467  -0.613
54 N -11.5248 -8.6363 -12.0214  0.277
55 N -11.6543 -9.4402 -13.1032  -0.727
56 C -10.3910 -9.2980 -13.6580  -0.194
57 N -9.6108 -8.4635 -12.9832  -0.808
58 N -10.3223 -8.0952 -11.9363  0.714
59 H -12.6799 -9.5432 -10.6936  0.305
60 H -13.3511 -8.2127 -11.2672  0.359
61 H -10.0199 -9.8355 -14.5200  0.462

Atoms 1-6, force components in eV/Å:
-1.096 0.429 -1.033
1.693 0.093 1.086
-0.478 0.402 3.613
-0.940 1.826 -3.342
-0.086 -0.651 0.017
-0.213 0.025 -1.799

As for the energy relative to the best compared isomer or geometry (same formula, charge and spin): 0.00 kJ/mol. The charge is +3. Its multiplicity is 1.

# 2
The following is a quantum chemistry calculation of C13H37N3NbO2 as an isolated structure, from the OMol25 dataset.

Each line ends with the Mulliken charge.
Positions of all 56 atoms, in Å:
1 O 1.1744 -3.1143 -3.7568  -0.370
2 N 0.3470 -2.5402 -4.3673  0.255
3 O 0.4049 -1.1945 -4.1351  -0.091
4 C -0.8498 -0.6530 -3.6298  -0.653
5 Nb -2.7403 -1.9367 -3.7565  -0.752
6 H -0.7048 -0.3553 -2.5804  0.267
7 H -1.0453 0.2754 -4.1863  0.324
8 H -3.8138 -0.5463 -4.3315  -0.029
9 H -2.4632 -2.4671 -5.4744  -0.012
10 H -1.9280 -3.3795 -2.9986  0.024
11 H -3.1803 -1.3721 -2.0541  0.041
12 H -4.2645 -2.9511 -3.7566  0.033
13 C 4.3180 2.5847 1.4076  -1.439
14 C 3.8082 1.6946 0.2821  -0.434
15 N 2.3708 1.7646 0.1101  0.359
16 C 1.8335 0.7013 -0.7310  -0.445
17 C 2.2629 0.6502 -2.1986  -1.217
18 C 1.8260 3.0909 -0.1208  -0.727
19 C 2.3637 3.8896 -1.3115  -1.063
20 H 3.7849 2.3824 2.3381  0.316
21 H 5.3791 2.3927 1.5783  0.447
22 H 4.2122 3.6452 1.1709  0.285
23 H 4.0715 0.6634 0.5311  0.452
24 H 4.3495 1.9423 -0.6430  0.333
25 H 0.7408 0.7356 -0.6844  0.248
26 H 2.1043 -0.2533 -0.2674  0.272
27 H 1.7935 1.4376 -2.7880  0.267
28 H 1.9501 -0.2979 -2.6340  0.335
29 H 3.3463 0.7220 -2.3163  0.312
30 H 1.9873 3.6851 0.7848  0.449
31 H 0.7393 3.0130 -0.2056  0.325
32 H 3.4543 3.8840 -1.3564  0.242
33 H 2.0495 4.9332 -1.2228  0.397
34 H 1.9776 3.5204 -2.2599  0.286
35 C -3.7615 -1.6066 4.1212  -1.465
36 C -2.4754 -2.0454 3.4343  -0.342
37 N -2.3919 -1.6088 2.0553  0.198
38 C -1.3427 -2.2726 1.2974  -0.592
39 C 0.1072 -2.0423 1.7340  -0.661
40 C -2.5208 -0.1795 1.8318  -0.641
41 C -1.5381 0.7502 2.5515  -0.764
42 H -4.6357 -1.9086 3.5426  0.336
43 H -3.8315 -2.0721 5.1067  0.443
44 H -3.7990 -0.5255 4.2674  0.289
45 H -2.4499 -3.1384 3.4478  0.448
46 H -1.6163 -1.7033 4.0323  0.261
47 H -1.4407 -2.0043 0.2433  0.197
48 H -1.5363 -3.3497 1.3299  0.375
49 H 0.4579 -1.0435 1.4739  -0.154
50 H 0.7598 -2.7513 1.2185  0.451
51 H 0.2466 -2.1933 2.8066  0.291
52 H -3.5360 0.1164 2.1146  0.375
53 H -2.4722 0.0109 0.7572  0.229
54 H -1.4411 0.5119 3.6129  0.257
55 H -1.8957 1.7812 2.4837  0.401
56 H -0.5463 0.7278 2.1010  0.032

Atoms 1-6, force components in eV/Å:
0.299 0.065 -0.584
-0.659 -0.794 0.660
0.602 1.122 0.528
-0.042 -0.109 -0.343
1.208 0.402 -0.677
0.240 -0.202 -0.144

The charge is -1. Its multiplicity is 1.

# 3
The following is a quantum chemistry calculation of C13H37N3O6V as an isolated structure, from the OMol25 dataset.

Each line ends with the Mulliken charge.
Positions of all 60 atoms, in Å:
1 O 1.4783 -1.7715 -0.7391  -0.586
2 V 0.5884 -1.0719 0.3643  1.117
3 O 0.8223 0.5213 0.3680  -0.442
4 C -0.5915 3.8464 0.9333  -0.046
5 O -1.6722 4.5502 1.5372  -0.545
6 H 0.3583 4.0470 1.4326  0.306
7 H -0.7546 2.7674 0.8898  -0.116
8 H -0.3850 4.2549 -0.0641  0.110
9 H -2.4261 4.3892 0.9612  0.297
10 C 0.7205 0.3081 -3.5292  -1.546
11 C 0.2588 1.4957 -2.7066  0.518
12 C 0.0803 2.7170 -3.6485  -1.007
13 O -0.4355 3.7705 -2.8745  -0.210
14 C -0.8085 4.9358 -3.5804  -0.794
15 N -1.0322 1.2042 -2.0450  -0.509
16 H 0.5882 -0.6621 -3.0538  0.218
17 H 1.8009 0.3723 -3.6999  0.405
18 H 0.3139 0.3201 -4.5429  0.439
19 H 0.9648 1.7958 -1.9344  0.163
20 H -0.6539 2.4476 -4.4191  0.476
21 H 1.0534 2.9518 -4.0948  0.328
22 H 0.0464 5.6224 -3.5920  0.292
23 H -1.6065 5.4629 -3.0538  0.233
24 H -1.1667 4.7113 -4.5884  0.344
25 H -1.3780 2.0916 -1.6841  0.161
26 H -1.6980 0.9620 -2.7809  0.271
27 C -1.6927 -2.5793 -1.8935  -1.296
28 C -2.1104 -2.3213 -0.4603  0.266
29 C -1.5953 -3.4175 0.4835  -0.869
30 O -0.1850 -3.3646 0.5751  0.145
31 C 0.3851 -4.6104 0.9469  -1.056
32 N -1.6598 -0.9800 -0.0418  -0.248
33 H -0.5967 -2.5850 -1.9147  0.199
34 H -2.0103 -1.8435 -2.6273  0.322
35 H -2.0087 -3.5758 -2.2044  0.442
36 H -3.2039 -2.3791 -0.3976  0.276
37 H -1.9546 -4.3427 0.0169  0.585
38 H -2.0596 -3.4136 1.4770  0.418
39 H 0.1277 -5.3788 0.2112  0.347
40 H 0.1144 -4.8846 1.9674  0.364
41 H 1.4680 -4.5357 0.8284  0.257
42 H -2.3939 -0.5348 0.5093  0.351
43 H -1.5723 -0.2636 -0.7920  0.300
44 C 0.2697 -0.2949 4.8715  -1.408
45 C 0.7271 -0.3497 3.4093  0.241
46 C 2.1733 -0.7841 3.2187  -0.804
47 O 2.4555 -1.0222 1.8530  -0.091
48 C 3.7673 -0.6821 1.4486  -0.932
49 N -0.1667 -1.2693 2.6199  -0.379
50 H 1.0310 0.2179 5.4629  0.405
51 H 0.1664 -1.2964 5.2960  0.383
52 H -0.6759 0.2384 4.9422  0.416
53 H 0.5286 0.6142 2.9342  0.178
54 H 2.3778 -1.6709 3.8291  0.343
55 H 2.8235 0.0057 3.6028  0.473
56 H 4.5246 -1.1162 2.1028  0.351
57 H 3.9091 0.4010 1.4090  0.353
58 H 3.9210 -1.0631 0.4415  0.244
59 H -1.0819 -0.8510 2.8151  0.284
60 H -0.2679 -2.1072 3.2044  0.261

Atoms 1-6, force components in eV/Å:
-0.293 0.861 0.106
0.192 1.420 1.697
-0.406 -1.865 -0.465
0.503 0.600 -0.581
0.251 -0.406 -0.017
-0.365 -0.057 0.613

As for the energy relative to the best compared isomer or geometry (same formula, charge and spin): 24.59 kJ/mol. The charge is +1. Its multiplicity is 1.

Looking at max |F| for the records above, in order, we have 4.0 1.4 2.2 eV/Å.
Looking at LUMO level for the records above, in order, we have -9.42 2.50 -3.45 eV.